1.
C5H9N2O3 | ωB97M-V/def2-TZVPD

Output
Lowest unoccupied orbital energy (alpha / beta) (eV): -3.73 / -3.73
Relative energy (zero: lowest compared OMol25 entry of this formula, charge and spin) (kJ/mol): 429.70
HOMO (alpha / beta) (eV): -10.944 / -10.944
Orbital gap (alpha / beta) (eV): 7.22 / 7.22
Total charge: +1

Atoms and positions in Å:
C -1.248 0.413 -1.806
C 0.617 1.843 -1.359
C -0.013 -0.679 -0.013
C -1.156 -1.232 2.060
C 2.192 0.078 0.509
N -0.391 1.493 -1.977
N -1.046 -0.523 -0.788
O 1.337 2.501 -0.695
O -0.051 -1.323 1.203
O 1.125 -0.109 -0.416
H -2.127 0.182 -2.389
H -1.930 -1.761 1.621
H -1.476 -0.118 2.319
H -0.880 -1.797 3.054
H 1.808 -0.242 1.561
H 2.498 1.142 0.508
H 2.968 -0.526 0.223
H -0.619 2.013 -2.815
H -1.609 -1.354 -0.800

2.
C4H8O2 | ωB97M-V/def2-TZVPD

Output
Lowest unoccupied orbital energy (eV): 0.87
Relative energy (zero: lowest compared OMol25 entry of this formula, charge and spin) (kJ/mol): 133.98
HOMO (eV): -9.441
Structure (SMILES): COCC(C)=O
Orbital gap (eV): 10.31

Atoms and positions in Å:
C -1.873 0.525 -0.199
O -0.959 0.210 0.826
C -0.198 -0.942 0.570
C 1.177 -0.710 -0.064
O 1.822 -1.674 -0.416
C 1.691 0.704 -0.188
H -2.547 -0.322 -0.399
H -2.466 1.373 0.150
H -1.370 0.804 -1.138
H -0.004 -1.430 1.531
H -0.743 -1.663 -0.056
H 2.774 0.709 -0.050
H 1.204 1.380 0.515
H 1.483 1.059 -1.203

3.
C30H66BN10O10 | ωB97M-V/def2-TZVPD

Output
Lowest unoccupied orbital energy (eV): -2.91
HOMO (eV): -10.339
Orbital gap (eV): 7.43
Total charge: +1

Atoms and positions in Å:
C 6.660 -1.988 -1.492
C 6.484 -1.768 -0.008
O 5.278 -1.026 0.271
B 4.093 -1.675 0.236
O 3.859 -2.806 0.981
C 2.956 -1.067 -0.700
C 2.939 0.438 -0.866
N 1.677 0.646 -1.716
C 0.809 -0.618 -1.579
C 0.784 -1.394 -2.912
C 1.058 -2.877 -2.865
N 0.418 -3.618 -3.654
C 1.479 -1.313 -0.400
N 1.141 -0.576 0.838
C 0.450 -1.073 1.711
O -0.102 -1.511 2.627
H 6.460 -1.075 -2.051
H 5.997 -2.769 -1.873
H 7.680 -2.310 -1.694
H 7.309 -1.183 0.391
H 6.482 -2.711 0.540
H 3.518 -3.548 0.474
H 3.188 -1.450 -1.706
H 2.740 0.956 0.067
H 3.811 0.922 -1.294
H 1.182 1.515 -1.525
H 1.970 0.727 -2.690
H -0.209 -0.301 -1.376
H 1.525 -0.968 -3.598
H -0.184 -1.265 -3.391
H 1.826 -3.270 -2.191
H 0.709 -4.593 -3.597
H 1.183 -2.349 -0.270
C -2.090 -0.475 -7.286
O -0.929 -0.320 -7.629
N -2.533 -1.517 -6.562
C -3.922 -1.627 -6.155
C -1.581 -2.550 -6.191
H -2.885 0.249 -7.530
H -3.998 -1.653 -5.064
H -4.363 -2.543 -6.555
H -4.487 -0.777 -6.525
H -0.758 -2.132 -5.616
H -1.156 -3.014 -7.081
H -2.083 -3.307 -5.594
C -1.850 -5.227 6.271
O -1.785 -6.321 6.789
N -1.420 -4.957 5.018
C -1.510 -3.637 4.433
C -0.850 -6.045 4.244
H -2.269 -4.346 6.786
H -2.130 -3.658 3.532
H -0.519 -3.270 4.172
H -1.961 -2.952 5.149
H -1.575 -6.849 4.119
H 0.022 -6.460 4.750
H -0.556 -5.667 3.267
C 0.920 3.536 3.825
O 0.574 4.695 3.963
N 0.301 2.474 4.365
C 0.771 1.124 4.141
C -0.879 2.695 5.197
H 1.804 3.258 3.220
H -0.006 0.535 3.662
H 1.035 0.655 5.091
H 1.657 1.140 3.504
H -1.654 3.207 4.633
H -0.633 3.319 6.052
H -1.253 1.735 5.543
C 5.325 5.463 6.414
O 6.371 6.079 6.436
N 4.105 6.027 6.322
C 2.888 5.240 6.289
C 4.018 7.475 6.250
H 5.285 4.360 6.466
H 2.341 5.426 5.365
H 2.247 5.496 7.135
H 3.134 4.180 6.347
H 4.558 7.849 5.380
H 4.460 7.929 7.138
H 2.972 7.763 6.178
C -6.831 1.449 -6.233
O -6.040 0.611 -6.632
N -6.530 2.744 -6.043
C -7.509 3.703 -5.572
C -5.177 3.188 -6.331
H -7.879 1.204 -5.997
H -7.653 4.499 -6.304
H -7.188 4.151 -4.629
H -8.461 3.202 -5.412
H -4.925 2.999 -7.374
H -4.459 2.651 -5.710
H -5.103 4.254 -6.129
C -3.527 5.505 6.434
O -2.871 4.482 6.334
N -3.065 6.722 6.106
C -3.873 7.917 6.237
C -1.702 6.830 5.606
H -4.563 5.513 6.809
H -4.000 8.405 5.269
H -3.407 8.625 6.925
H -4.855 7.652 6.624
H -1.568 6.235 4.703
H -0.994 6.459 6.348
H -1.487 7.873 5.391
C 1.839 -6.441 -6.160
O 1.365 -5.506 -5.531
N 1.318 -7.675 -6.191
C 1.917 -8.747 -6.964
C 0.110 -7.941 -5.428
H 2.747 -6.335 -6.774
H 1.216 -9.117 -7.713
H 2.205 -9.575 -6.315
H 2.805 -8.376 -7.472
H -0.702 -7.294 -5.762
H 0.277 -7.752 -4.367
H -0.176 -8.980 -5.566

4.
C4H3BiLi2O2 | ωB97M-V/def2-TZVPD

Output
Lowest unoccupied orbital energy (eV): -9.82
Relative energy (zero: lowest compared OMol25 entry of this formula, charge and spin) (kJ/mol): 131.78
HOMO (eV): -16.456
Orbital gap (eV): 6.63
Total charge: +2

Atoms and positions in Å:
C 1.125 -1.291 0.132
O 0.135 -2.083 0.593
Li -1.092 1.943 -2.393
Li -0.191 -0.906 2.153
H 2.100 -1.209 -0.557
C 1.139 0.082 0.277
C -0.007 0.807 0.884
C -1.130 1.034 0.174
O -1.372 0.632 -1.136
Bi -0.888 -1.227 -1.026
H 2.128 0.544 0.363
H -1.945 1.675 0.535

no.,largest force on an atom (eV Å⁻¹)
1,5.54
2,0.43
3,0.79
4,5.93